a:
C6H14O | wB97M-V/def2-TZVPD

Element x y z (Å)
C  -1.885  -0.301  0.274
C  -1.851  1.172  0.666
C  -0.371  1.417  0.920
C  0.285  0.795  -0.317
C  -0.701  -0.432  -0.707
H  -2.841  -0.609  -0.163
H  -1.724  -0.928  1.164
H  -2.139  1.766  -0.213
H  -2.506  1.428  1.499
H  -0.039  0.885  1.825
H  -0.116  2.474  1.056
H  0.249  1.482  -1.165
H  1.352  0.665  -0.107
H  -0.389  -1.494  -0.733
H  -1.039  -0.259  -1.733
C  2.591  -1.380  -0.553
O  1.768  -1.340  0.592
H  2.050  -1.192  -1.496
H  3.041  -2.374  -0.608
H  3.387  -0.625  -0.481
H  0.877  -1.150  0.280

## Properties
SMILES = C1CCCC1.CO
LUMO energy = 0.0392 Ha
spin multiplicity = 1
charge = 0



b:
C6H14O | wB97M-V/def2-TZVPD

Element x y z (Å)
C  -0.677  -0.257  1.377
C  -1.183  0.404  0.338
C  -1.383  1.896  0.401
C  -1.726  -0.322  -0.871
H  -0.683  -1.346  1.408
H  -0.320  0.257  2.269
H  -0.723  2.361  1.143
H  -2.421  2.096  0.704
H  -1.238  2.388  -0.567
H  -1.170  -1.244  -1.070
H  -1.688  0.300  -1.773
H  -2.777  -0.590  -0.699
C  1.289  0.928  -1.188
O  1.575  -0.068  -1.801
H  0.582  1.675  -1.601
H  1.678  1.146  -0.172
C  2.175  -1.929  0.416
H  2.306  -2.551  1.302
H  3.009  -1.226  0.335
H  2.125  -2.553  -0.481
H  1.250  -1.366  0.530

## Properties
SMILES = C=C(C)C.C=O.C
LUMO energy = 0.0281 Ha
spin multiplicity = 1
charge = 0



Of them, a has the highest stability.



a:
C3H8N | wB97M-V/def2-TZVPD

Element x y z (Å)
C  -1.079  0.050  1.007
C  0.510  1.255  0.181
C  0.559  -1.058  -0.702
N  -0.294  0.100  -0.346
H  -0.618  -0.551  1.649
H  -1.844  0.737  1.017
H  -0.019  2.225  0.287
H  1.443  0.940  0.661
H  1.040  -1.432  0.271
H  -0.053  -1.877  -1.184
H  1.113  -0.777  -1.580
H  -0.758  0.388  -1.263

## Properties
LUMO energy (alpha / beta) = -0.1925 / -0.1931 Ha
spin multiplicity = 1
charge = +1



b:
C3H8N | wB97M-V/def2-TZVPD

Element x y z (Å)
C  -1.800  -0.119  -0.354
N  -0.786  -0.514  0.293
C  0.633  -0.580  -0.144
C  1.309  0.728  0.213
H  -2.718  0.117  0.173
H  -1.785  -0.092  -1.437
H  -0.939  -0.698  1.285
H  1.080  -1.418  0.380
H  0.584  -0.707  -1.224
H  2.324  0.741  -0.179
H  1.315  0.990  1.270
H  0.784  1.553  -0.276

## Properties
SMILES = C=[NH+]CC
LUMO energy = -0.1966 Ha
spin multiplicity = 1
charge = +1



Of them, b has the highest stability.



a:
C3H8N | wB97M-V/def2-TZVPD

Element x y z (Å)
C  0.443  -1.299  0.534
C  0.071  -0.163  -0.012
C  -0.144  0.150  -1.428
N  -0.262  1.018  0.887
H  0.501  -1.484  1.577
H  0.462  -2.289  0.067
H  -1.158  -0.124  -1.801
H  0.223  1.050  -1.924
H  0.396  -0.627  -1.999
H  -0.987  0.814  1.592
H  -0.575  1.708  0.203
H  0.551  1.461  1.323

## Properties
SMILES = C=C(C)[NH3+]
LUMO energy = -0.1405 Ha
spin multiplicity = 1
charge = +1



b:
C3H8N | wB97M-V/def2-TZVPD

Element x y z (Å)
C  1.271  0.836  -0.386
C  0.923  -0.441  0.268
C  -1.816  -0.526  -0.160
N  1.452  0.539  0.972
H  2.115  0.980  -1.058
H  0.451  1.411  -0.844
H  1.100  -1.489  0.134
H  -2.038  -1.572  -0.462
H  -1.778  0.111  -1.155
H  -2.607  -0.167  0.484
H  1.653  0.827  1.941
H  -0.727  -0.510  0.266

## Properties
LUMO energy = -0.2307 Ha
spin multiplicity = 1
charge = +1



Of them, a has the highest stability.



a:
C4H4O | wB97M-V/def2-TZVPD

Element x y z (Å)
O  -1.112  2.283  -0.152
C  -0.525  1.337  0.315
C  0.157  0.125  -0.541
C  -0.239  -1.190  0.021
C  0.988  -0.829  0.266
H  -0.425  0.892  1.333
H  0.139  0.331  -1.646
H  -0.904  -1.987  -0.128
H  1.921  -0.962  0.531

## Properties
SMILES = O=CC1C=C1
LUMO energy = 0.0263 Ha
spin multiplicity = 1
charge = 0



b:
C4H4O | wB97M-V/def2-TZVPD

Element x y z (Å)
C  1.108  0.416  1.829
C  0.267  0.346  0.986
C  -0.607  0.197  -0.119
C  -0.589  -0.964  -0.981
O  0.006  0.231  -1.329
H  1.732  0.439  2.688
H  -1.538  0.786  -0.054
H  0.137  -1.812  -0.717
H  -1.454  -1.231  -1.571

## Properties
SMILES = C#C[C@@H]1CO1
LUMO energy = 0.0405 Ha
spin multiplicity = 1
charge = 0



Of them, b has the highest stability.